A 7-piece molecular cluster, C15H34FNO24S6Si overall. Source: the Open Molecules 2025 dataset; level of theory: ωB97M-V/def2-TZVPD.

```
! RIJCOSX wB97M-V def2-TZVPD def2/J DEFGRID3
* xyz 0 1
S -5.44282 3.67177 -5.33086
S 2.57776 7.72062 -0.54964
S -1.27940 2.75455 -0.60968
S 0.23018 -9.35101 4.82761
S 3.03776 -4.28267 1.78241
S 3.95398 2.25761 -4.93286
Si 0.71280 -0.15159 2.79788
F 3.31102 0.93011 0.44505
O -2.08421 1.59706 -1.33180
O 3.75148 -3.60537 2.80537
O 3.64612 3.55823 -5.40551
O -0.34806 -8.37143 5.93908
O -4.66002 2.70949 -4.63388
O 0.37350 -8.65419 3.59455
O -1.57474 2.77637 0.77990
O 4.76832 1.38546 -5.70035
O 3.60403 -5.75384 1.58355
O 0.07121 2.70230 -1.04995
O -2.02387 3.97929 -1.29004
O -5.87457 4.78450 -4.27290
O -4.95201 4.26861 -6.51487
O 2.58243 1.53559 -4.55142
O 1.61570 -4.69244 2.35638
O 1.02760 7.60434 -0.17516
O -1.04826 -10.28851 4.71300
O -6.89815 3.10083 -5.61140
O 2.73241 8.42248 -1.77107
O 4.55001 2.32442 -3.45813
O 2.82175 6.17091 -0.82929
O 1.32788 -10.05646 5.37423
O 3.27759 8.12933 0.61409
O 2.90385 -3.69113 0.49770
N -0.94619 0.17777 2.36028
C -2.76688 3.52670 -2.44573
C 3.55315 1.95623 -2.48667
C -7.85380 3.64992 -4.68657
C 3.20681 -0.27135 1.18910
C -1.77323 -8.53193 6.05002
C 0.52874 6.29124 -0.47266
C -3.21856 2.13759 -2.04664
C 2.79440 -6.69747 2.31332
C 1.72185 -0.62352 1.27429
C 2.67221 0.97541 -3.23045
C 3.93531 -0.06180 2.49627
C -1.98286 -10.00780 5.77063
C -7.29212 5.02048 -4.35951
C 1.73675 5.39771 -0.28881
C 1.40042 -6.11420 2.21870
H 0.16068 6.27303 -1.49984
H -2.98234 -10.24008 5.41540
H 1.63058 -1.70306 1.14380
H -2.10522 3.50725 -3.31175
H -3.58968 4.21064 -2.62067
H 0.94276 -6.30586 1.24748
H -7.90261 3.00804 -3.80618
H -7.48396 5.74378 -5.15262
H 3.75188 -0.90202 3.16738
H 1.23013 1.05926 3.47005
H 0.72013 -1.28717 3.75017
H 3.72082 -1.03978 0.60890
H -0.27832 6.05697 0.21636
H -2.26192 -7.90143 5.30604
H 0.74788 -6.44706 3.01381
H 1.67118 0.90399 -2.81501
H -0.97873 1.06544 1.86335
H 1.23831 -0.15887 0.41045
H 3.12568 -0.01526 -3.29149
H 5.01029 -0.01136 2.32248
H 2.88478 -7.67010 1.84109
H 3.14669 -6.74856 3.34421
H 3.62029 0.87044 2.96299
H -1.73589 -10.62698 6.63342
H -2.07434 -8.23383 7.04953
H -4.07197 2.16821 -1.36799
H 1.66509 4.46076 -0.82890
H 3.00078 2.84932 -2.19086
H 4.03909 1.51945 -1.62125
H -1.28957 -0.51706 1.70330
H -8.82199 3.68718 -5.17667
H -3.43763 1.50216 -2.89583
H 1.93413 5.20250 0.76693
H -7.63423 5.40992 -3.40558
*
```

**DFT total energy**: -5230.84952 Ha
**Kohn-Sham gap**: 9.4 eV
**SMILES string**: C[C@H](F)C[SiH2]N.O=S1(=O)OCCO1.O=S1(=O)OCCO1.O=S1(=O)OCCO1.O=S1(=O)OCCO1.O=S1(=O)OCCO1.O=S1(=O)OCCO1

Results of the Löwdin charge analysis, in e, for atoms 1 through 6: atom 1 (S): 0.60, atom 2 (S): 0.59, atom 3 (S): 0.57, atom 4 (S): 0.59, atom 5 (S): 0.57, atom 6 (S): 0.59